Below is the molecule C5H8O2, with properties calculated with ωB97M-V with the def2-TZVPD basis set.

```
15
Properties=species:S:1:pos:R:3:nbo_charge:R:1
O 0.0293 -0.7210 -1.5201 -0.708
C -0.3033 -0.2738 -0.2422 0.238
C 0.8046 -0.4327 0.7816 -0.534
C 2.0341 0.3728 0.4249 0.459
O 2.3610 0.6402 -0.7085 -0.541
C -1.7204 -0.5083 0.1512 -0.427
C -1.2396 0.8993 -0.1184 -0.449
H 0.8215 -0.2222 -1.7770 0.492
H 0.4697 -0.1577 1.7891 0.226
H 1.1177 -1.4871 0.8283 0.249
H 2.6634 0.7159 1.2716 0.114
H -1.9430 -0.7957 1.1752 0.211
H -2.3424 -0.9779 -0.6047 0.233
H -1.5639 1.3693 -1.0416 0.229
H -1.1302 1.5742 0.7281 0.209
```

Calculated values
- Molar mass: 100.1 g mol⁻¹
- HOMO level: -9.655 eV
- Energy above the lowest of the compared OMol25 structures with the same formula, charge and spin: 134.9 kJ/mol
- Spin multiplicity: 1
- Net charge: 0
- HOMO-LUMO gap: 10.5 eV


Below is the molecule C25H30FN3O2, with properties calculated with ωB97M-V with the def2-TZVPD basis set.

```
61
Properties=species:S:1:pos:R:3:nbo_charge:R:1
C 0.5626 7.8517 -0.2545 -0.630
C 0.6873 6.4616 -0.7949 0.011
C -0.2385 5.4858 -0.4378 -0.220
C -0.1351 4.2028 -0.9317 -0.163
C 0.9123 3.8486 -1.7825 -0.106
C 1.8358 4.8251 -2.1470 -0.187
C 1.7163 6.1135 -1.6615 -0.227
H 2.4354 6.8626 -1.9616 0.211
H 2.6360 4.5921 -2.8336 0.211
C 0.9624 2.4483 -2.2699 0.578
O -0.0557 1.8176 -2.4558 -0.552
C 2.3460 1.8579 -2.5085 -0.335
C 3.2392 1.9953 -1.2714 -0.392
C 2.6888 1.1309 -0.1433 -0.231
N 2.6808 -0.2629 -0.5528 -0.434
C 2.4213 -1.1718 0.5525 -0.295
C 1.0954 -0.8794 1.2583 0.665
O 1.0510 -0.0323 2.1357 -0.640
N -0.0363 -1.4841 0.8187 -0.445
C -0.1686 -2.6518 -0.0179 -0.220
H 0.7819 -2.9316 -0.4649 0.214
C -0.7060 -3.8155 0.8237 -0.205
N -1.9804 -3.4526 1.4044 -0.447
C -2.9170 -4.4388 1.6854 0.167
C -3.2437 -5.3816 0.7028 -0.223
C -4.2073 -6.3429 0.9247 -0.265
C -4.8690 -6.3649 2.1390 0.368
C -4.5799 -5.4461 3.1282 -0.261
C -3.6052 -4.4928 2.9012 -0.254
H -3.3732 -3.7974 3.6916 0.217
H -5.1061 -5.4861 4.0689 0.229
F -5.8180 -7.3045 2.3602 -0.330
H -4.4574 -7.0654 0.1640 0.229
H -2.7528 -5.3504 -0.2574 0.211
C -1.8586 -2.2895 2.2560 -0.224
H -2.8437 -2.0067 2.6271 0.216
C -1.3033 -1.1280 1.4274 -0.233
H -1.1371 -0.2566 2.0621 0.253
H -2.0116 -0.8771 0.6311 0.198
H -1.1886 -2.4761 3.1104 0.180
H -0.8130 -4.7026 0.2020 0.212
H 0.0257 -4.0377 1.6201 0.174
H -0.8818 -2.4267 -0.8192 0.204
H 2.4992 -2.1956 0.1854 0.198
H 3.2088 -1.0109 1.2949 0.224
C 1.8039 -0.4652 -1.6937 -0.233
C 2.2669 0.3773 -2.8809 -0.388
H 1.5654 0.2370 -3.7045 0.224
H 3.2549 0.0384 -3.1968 0.208
H 1.8503 -1.5205 -1.9773 0.193
H 0.7588 -0.2117 -1.4616 0.190
H 3.3238 1.2213 0.7407 0.214
H 1.6822 1.4898 0.1292 0.175
H 3.2960 3.0320 -0.9385 0.219
H 4.2446 1.6524 -1.5223 0.213
H 2.7884 2.4153 -3.3428 0.231
H -0.8571 3.4473 -0.6593 0.228
H -1.0481 5.7415 0.2304 0.212
H 0.6439 7.8415 0.8319 0.224
H -0.4099 8.2709 -0.5090 0.223
H 1.3379 8.4996 -0.6550 0.215
```

Calculated values
- Molar mass: 423.5 g mol⁻¹
- HOMO level: -7.899 eV
- Energy above the lowest of the compared OMol25 structures with the same formula, charge and spin: 0.0 kJ/mol
- Spin multiplicity: 1
- Net charge: 0
- HOMO-LUMO gap: 8.4 eV


Below is a cluster of 3 separate species, C4H8N2O in total at a distorted geometry, with properties calculated with ωB97M-V with the def2-TZVPD basis set.

```
15
Properties=species:S:1:pos:R:3:nbo_charge:R:1
C 1.1753 0.4323 1.2214 -0.768
C 0.6637 0.4470 -0.0511 0.221
C 0.5309 1.3506 -1.1656 -0.281
N 1.0635 -0.0299 -1.3191 -0.591
C -1.2724 -0.4874 0.2693 0.483
O -1.2845 -0.6653 1.5347 -0.691
N -2.3317 -0.9957 -0.3226 -0.803
H 2.0665 -0.1646 1.4234 0.232
H 1.0041 1.2325 1.9387 0.239
H 0.0995 -0.5171 1.7151 0.418
H -0.4368 1.5100 -1.6355 0.202
H 1.2270 2.1894 -1.2221 0.198
H 2.0838 -0.0406 -1.4037 0.357
H -2.3770 -0.9698 -1.3323 0.390
H -3.0711 -1.5225 0.1465 0.393
```

Calculated values
- Molar mass: 100.1 g mol⁻¹
- HOMO level: -8.578 eV
- Energy above the lowest of the compared OMol25 structures with the same formula, charge and spin: 532.9 kJ/mol
- Spin multiplicity: 1
- Net charge: 0
- HOMO-LUMO gap: 9.4 eV


Below is a cluster of 9 separate species, C42H102O27S4 in total at a distorted geometry, with properties calculated with ωB97M-V with the def2-TZVPD basis set.

```
175
Properties=species:S:1:pos:R:3:lowdin_charge:R:1
O 6.0208 -5.3069 8.5649 -0.293
S 6.0541 -5.2887 7.1161 0.691
O 7.1575 -5.8061 6.3014 -0.293
O 4.6359 -5.9563 6.5452 -0.266
C 3.4868 -5.8576 7.2775 -0.341
C 2.2724 -6.2372 6.4123 -0.053
C 5.7909 -3.5652 6.5768 -0.109
H 3.3999 -4.8622 7.7131 0.113
H 3.5453 -6.6067 8.0672 0.122
H 2.1954 -5.8260 5.4057 0.078
H 1.3723 -6.1723 7.0236 0.081
H 2.4728 -7.2876 6.2011 0.074
H 4.7462 -3.2816 6.4493 0.063
H 6.2672 -3.5017 5.5985 0.063
H 6.2659 -2.8698 7.2688 0.069
O -4.9266 -3.0144 -7.6534 -0.308
S -4.1318 -3.5281 -8.7838 0.645
O -4.4632 -4.7501 -9.4931 -0.286
O -4.0836 -2.3530 -9.8767 -0.284
C -4.1297 -1.0058 -9.3695 -0.253
C -3.7968 -0.0676 -10.5520 -0.064
C -2.3218 -3.5366 -8.4041 -0.090
H -3.3485 -0.8295 -8.6300 0.106
H -5.1107 -0.8330 -8.9269 0.118
H -3.4213 0.9006 -10.2210 0.074
H -4.6035 0.1180 -11.2612 0.074
H -2.9766 -0.4149 -11.1802 0.075
H -2.3316 -4.2804 -7.6074 0.062
H -1.9819 -2.5348 -8.1417 0.063
H -1.8992 -4.0038 -9.2936 0.067
O -4.1014 9.9216 0.1198 -0.311
S -4.6697 8.6545 -0.3177 0.708
O -6.1252 8.4141 -0.1751 -0.308
O -4.1100 8.2777 -1.8588 -0.273
C -3.0880 9.0989 -2.4171 -0.304
C -3.6002 10.3439 -3.0858 -0.073
C -3.7386 7.3001 0.6149 -0.093
H -2.6146 8.4571 -3.1601 0.124
H -2.3456 9.3314 -1.6538 0.112
H -4.1245 10.0342 -3.9898 0.078
H -2.8517 11.0402 -3.4641 0.084
H -4.3239 10.8446 -2.4426 0.077
H -4.2618 6.3505 0.5018 0.061
H -3.6246 7.5782 1.6626 0.062
H -2.7472 7.1594 0.1843 0.057
O 0.1972 1.4083 -4.7547 -0.322
S 0.2796 1.3914 -3.2608 0.764
O -0.3420 2.4472 -2.4195 -0.334
O -0.2160 -0.1170 -2.6026 -0.297
C -0.5026 -0.2750 -1.2260 -0.294
C -0.7431 -1.7500 -1.0565 -0.072
C 2.1167 1.2213 -2.7899 -0.088
H -1.3369 0.3664 -0.9421 0.121
H 0.3482 0.0498 -0.6271 0.110
H -1.2723 -2.2797 -1.8486 0.083
H -1.4146 -1.8159 -0.2004 0.077
H 0.0509 -2.4640 -0.8376 0.078
H 2.4750 0.5980 -3.6093 0.054
H 2.2300 0.8227 -1.7817 0.057
H 2.6424 2.1414 -3.0451 0.062
C -11.2495 -14.4573 7.7916 -0.145
O -11.0694 -13.2535 7.1237 -0.166
C -11.1520 -12.1959 8.0262 -0.205
C -10.8571 -10.8133 7.3064 -0.178
O -9.5517 -10.8456 6.7748 -0.143
C -9.3781 -9.9994 5.6214 -0.151
C -7.8635 -9.8949 5.2879 -0.182
O -7.6794 -9.3211 3.9845 -0.202
C -6.3690 -9.5109 3.4106 -0.100
H -10.4620 -14.7647 8.4797 0.091
H -11.3606 -15.2307 7.0316 0.089
H -12.2015 -14.5712 8.3101 0.084
H -10.4023 -12.3353 8.8051 0.120
H -12.1277 -12.2474 8.5093 0.119
H -10.9372 -10.1271 8.1496 0.114
H -11.6182 -10.5377 6.5764 0.122
H -9.7330 -8.9820 5.7854 0.124
H -9.9397 -10.4839 4.8227 0.129
H -7.3057 -10.8310 5.3156 0.117
H -7.3413 -9.2516 5.9961 0.119
H -5.9694 -10.5240 3.4559 0.081
H -5.6228 -8.8513 3.8535 0.079
H -6.4604 -9.2402 2.3588 0.084
C 15.1404 -8.3292 1.0109 -0.083
O 13.9551 -7.5422 0.7153 -0.167
C 13.3850 -6.9848 1.8920 -0.219
C 14.0818 -5.7433 2.5668 -0.189
O 14.1441 -4.5882 1.7425 -0.138
C 12.7879 -3.9912 1.6221 -0.125
C 12.7667 -3.1383 0.3295 -0.219
O 11.4908 -2.5521 0.2326 -0.196
C 11.4914 -1.5671 -0.8666 -0.079
H 14.9050 -9.3734 1.2163 0.079
H 15.7652 -7.8991 1.7936 0.080
H 15.6465 -8.5009 0.0608 0.084
H 13.1616 -7.7210 2.6641 0.118
H 12.3389 -6.7575 1.6872 0.104
H 15.0908 -6.1177 2.7395 0.104
H 13.6595 -5.5286 3.5485 0.123
H 12.4874 -3.3958 2.4842 0.128
H 12.0984 -4.8186 1.4541 0.104
H 12.8779 -3.7261 -0.5817 0.129
H 13.5117 -2.3483 0.4247 0.123
H 12.1047 -0.7093 -0.5907 0.082
H 10.5116 -1.2503 -1.2239 0.081
H 11.9314 -1.9580 -1.7841 0.076
C -1.4250 3.7906 10.0459 -0.116
O -0.5451 2.9263 9.3686 -0.195
C 0.5013 2.3677 10.1829 -0.181
C 1.5130 1.5373 9.3357 -0.176
O 1.9106 2.2436 8.1848 -0.149
C 1.1612 2.1364 6.9473 -0.153
C 1.9481 2.8504 5.8804 -0.215
O 3.0972 2.1222 5.4778 -0.189
C 4.3404 2.8214 5.6062 -0.100
H -2.1353 4.1497 9.3011 0.087
H -0.9253 4.6378 10.5157 0.087
H -2.0378 3.2618 10.7758 0.084
H 0.1372 1.7001 10.9638 0.115
H 0.9949 3.1480 10.7622 0.116
H 1.1003 0.5717 9.0432 0.120
H 2.3753 1.4316 9.9939 0.123
H 0.1682 2.5859 6.9385 0.118
H 1.1278 1.0546 6.8179 0.126
H 2.1676 3.8821 6.1555 0.125
H 1.4514 3.0682 4.9349 0.123
H 4.6194 2.9232 6.6549 0.084
H 4.3919 3.7725 5.0762 0.085
H 5.0893 2.1267 5.2258 0.082
C 4.3218 14.3275 -14.6886 -0.139
O 3.9166 13.1125 -14.1704 -0.170
C 3.8404 13.0400 -12.7585 -0.208
C 3.7210 11.6076 -12.3367 -0.205
O 3.6164 11.6315 -10.9238 -0.133
C 3.4656 10.3144 -10.3901 -0.178
C 2.8238 10.3006 -8.9772 -0.215
O 3.5494 10.9366 -7.9727 -0.168
C 4.4024 10.0642 -7.2940 -0.118
H 3.6476 15.1831 -14.6493 0.089
H 4.7869 14.1569 -15.6595 0.091
H 5.1826 14.6811 -14.1211 0.078
H 2.9959 13.6211 -12.3881 0.131
H 4.6683 13.5475 -12.2635 0.125
H 4.5131 10.9838 -12.7511 0.133
H 2.7936 11.1996 -12.7387 0.126
H 4.4928 9.9811 -10.2424 0.121
H 2.8443 9.6809 -11.0232 0.125
H 2.7129 9.2302 -8.8041 0.120
H 1.8787 10.8329 -9.0838 0.129
H 4.9962 9.5292 -8.0351 0.083
H 3.9254 9.4223 -6.5534 0.091
H 5.1312 10.7183 -6.8155 0.092
C -5.7961 -0.5043 3.5978 -0.074
O -6.1157 -0.4099 2.1780 -0.183
C -7.4526 -0.6325 1.8533 -0.236
C -7.6716 -0.6852 0.3630 -0.213
O -7.3089 0.5576 -0.2156 -0.136
C -7.6466 0.6349 -1.6419 -0.144
C -7.4681 2.0732 -2.1796 -0.174
O -7.9836 2.0944 -3.5137 -0.213
C -7.9794 3.3622 -4.1559 -0.108
H -4.7640 -0.8195 3.7509 0.079
H -6.4649 -1.2210 4.0746 0.079
H -5.8384 0.4455 4.1310 0.079
H -7.9189 0.2925 2.1925 0.129
H -7.8508 -1.5221 2.3414 0.125
H -8.7145 -0.8989 0.1286 0.122
H -7.1234 -1.5324 -0.0490 0.127
H -8.6752 0.2925 -1.7560 0.117
H -7.1002 -0.1019 -2.2307 0.124
H -6.4264 2.3740 -2.2913 0.124
H -8.0522 2.7706 -1.5791 0.125
H -6.9511 3.6883 -4.3125 0.083
H -8.5797 4.1091 -3.6364 0.086
H -8.3955 3.2392 -5.1558 0.085
```

Calculated values
- Molar mass: 1167.5 g mol⁻¹
- HOMO level: -9.521 eV
- Energy above the lowest of the compared OMol25 structures with the same formula, charge and spin: 408.6 kJ/mol
- Spin multiplicity: 1
- Net charge: 0
- HOMO-LUMO gap: 9.7 eV


Below is the molecule C3H6N2P2 at a distorted geometry, with properties calculated with ωB97M-V with the def2-TZVPD basis set.

```
13
Properties=species:S:1:pos:R:3:nbo_charge:R:1
C 1.5263 -0.1668 0.7521 -0.374
C 0.5207 -0.8802 0.3654 -0.207
C -0.6809 -0.2897 -0.3385 -0.750
N -0.9799 1.7895 1.4786 -1.246
N -2.6882 1.7743 0.0337 -1.253
P -2.0079 2.9491 1.0956 1.138
P -1.8875 0.5251 0.8913 1.211
H 2.4457 -0.7000 1.0492 0.209
H 1.4863 0.9405 0.4781 0.208
H 0.6541 -1.9204 0.3397 0.199
H -0.1978 0.4634 -1.0480 0.233
H -1.3533 -0.8350 -0.9136 0.227
H -3.5812 2.0342 -0.3603 0.406
```

Calculated values
- Molar mass: 132.0 g mol⁻¹
- HOMO level: -8.662 eV
- Energy above the lowest of the compared OMol25 structures with the same formula, charge and spin: 21.4 kJ/mol
- Spin multiplicity: 1
- Net charge: 0
- HOMO-LUMO gap: 8.6 eV


Below is a structure of composition C3H8FN at a distorted geometry, with properties calculated with ωB97M-V with the def2-TZVPD basis set.

```
13
Properties=species:S:1:pos:R:3:nbo_charge:R:1
C 1.8077 -0.4948 0.0795 -0.420
C -0.3697 0.7619 0.0340 -0.272
C -1.7385 0.2602 -0.0385 0.030
H 2.5893 -1.6355 -0.1324 0.216
H 2.4074 0.4373 -0.0161 0.197
H 1.6520 -0.6524 1.2191 0.172
H -0.3191 -1.1467 -1.0435 0.407
H 0.2518 0.7418 0.9711 0.187
H -0.3051 1.7916 -0.4145 0.182
H -2.2369 0.6496 -0.8966 0.183
H -2.2871 0.7250 0.7591 0.184
N 0.4172 -0.2153 -0.5923 -0.682
F -1.8688 -1.2228 0.0712 -0.384
```

Calculated values
- Molar mass: 77.1 g mol⁻¹
- HOMO level: -8.206 eV
- Energy above the lowest of the compared OMol25 structures with the same formula, charge and spin: 392.9 kJ/mol
- Spin multiplicity: 1
- Net charge: 0
- HOMO-LUMO gap: 9.3 eV